No. 1
{"formula": "C5H16N2O", "method": "ωB97M-V/def2-TZVPD", "e_tot_ha": -384.66478, "mol_weight_g_mol": 120.2, "relative_energy_kj_mol": 507.5, "homo_lumo_gap_ev": 3.341, "total_charge": 0, "symbols": ["C", "C", "C", "N", "H", "H", "H", "H", "H", "H", "H", "H", "H", "H", "C", "N", "C", "O", "H", "H", "H", "H", "H", "H"], "xyz": [[0.8857, -2.2997, 0.3548], [0.0466, -1.8469, -0.8544], [0.2204, -0.3293, -0.9213], [0.4528, -3.6616, 0.8409], [1.9273, -2.3723, 0.0566], [0.7162, -1.5603, 1.1340], [-1.0020, -2.0486, -0.6215], [0.3949, -2.3412, -1.7610], [-0.3651, 0.1449, -0.1379], [1.2663, -0.0269, -0.8240], [-0.1018, 0.1310, -1.8517], [-0.5335, -3.6880, 1.0870], [0.6419, -4.3665, 0.1338], [0.9865, -3.8960, 1.6765], [0.4949, 3.3867, 0.3923], [-0.2643, 2.5560, -0.5383], [-1.5953, 2.1723, 0.1667], [-2.3531, 3.1639, 0.4905], [-0.0085, 4.3291, 0.6349], [1.4720, 3.6645, -0.0173], [0.6247, 2.8215, 1.3186], [-0.6681, 3.1876, -1.2325], [-1.2211, 1.4998, 1.0064], [-2.0176, 1.3803, -0.5331]], "lowdin_charge": [-0.1623, -0.2300, -0.1236, 0.1863, 0.1339, 0.1361, 0.1132, 0.1090, 0.0273, 0.0844, 0.0807, 0.1683, 0.1675, 0.1660, -0.1930, -0.1446, -0.6405, -0.2578, 0.0612, 0.0506, 0.0597, 0.0784, 0.0607, 0.0687]}

No. 2
{"formula": "C5H16N2O", "method": "ωB97M-V/def2-TZVPD", "e_tot_ha": -384.83226, "smiles": "CC(C)NCCN.O", "mol_weight_g_mol": 120.2, "relative_energy_kj_mol": 67.8, "homo_lumo_gap_ev": 9.985, "total_charge": 0, "symbols": ["N", "C", "C", "N", "C", "C", "C", "H", "H", "H", "H", "H", "H", "H", "H", "H", "H", "H", "H", "H", "H", "H", "H", "O"], "xyz": [[2.8097, 0.2099, 1.3787], [1.5625, 0.9629, 1.3613], [0.2968, 0.1094, 1.4097], [-0.0189, -0.4987, 0.1072], [-2.5132, -0.2622, 0.3990], [-1.2727, 0.0334, -0.4644], [-1.4580, -0.5178, -1.8765], [2.6932, -0.6968, 1.8153], [3.0976, 0.0511, 0.4432], [1.5407, 1.7220, 2.1462], [1.5075, 1.4770, 0.3953], [-0.5239, 0.6998, 1.8315], [0.4740, -0.6846, 2.1408], [-0.1379, -1.4967, 0.2327], [-3.2803, -0.8215, -0.1456], [-2.2526, -0.7736, 1.3235], [-3.0520, 0.6489, 0.6753], [-1.1486, 1.1060, -0.5161], [-0.5186, -0.6389, -2.4261], [-1.9398, -1.4987, -1.8609], [-2.0379, 0.1703, -2.5001], [2.0306, -0.0272, -1.2320], [1.7125, 0.2983, -2.6448], [2.4295, 0.4275, -1.9932]], "lowdin_charge": [0.0123, -0.2826, -0.2377, -0.0503, -0.0645, -0.4428, -0.0684, 0.0634, 0.0275, 0.1007, 0.1045, 0.1089, 0.1117, 0.1113, 0.0699, 0.0712, 0.0745, 0.1285, 0.0594, 0.0756, 0.0817, -0.0102, 0.0343, -0.0788]}

No. 3
{"formula": "C5H16N2O", "method": "ωB97M-V/def2-TZVPD", "e_tot_ha": -384.77244, "smiles": "CC(C)[C@@H](N)CN.O", "mol_weight_g_mol": 120.2, "relative_energy_kj_mol": 224.9, "homo_lumo_gap_ev": 9.185, "total_charge": 0, "symbols": ["N", "C", "C", "C", "C", "C", "N", "H", "H", "H", "H", "H", "H", "H", "H", "H", "H", "H", "H", "H", "H", "H", "H", "O"], "xyz": [[0.0846, -1.4207, 1.2812], [-0.5805, -0.2872, 0.6151], [-0.9825, -0.1978, -0.9232], [0.2503, -0.4090, -1.7555], [-1.6321, 1.1121, -1.2073], [0.0923, 0.9727, 1.2250], [-0.3741, 1.5443, 2.4547], [-0.3790, -2.3440, 1.0918], [0.9996, -1.4594, 0.8333], [-1.7659, -0.2408, 1.1711], [-1.7113, -0.9878, -1.0485], [0.5771, 0.5895, -2.1781], [1.1648, -0.8394, -1.4113], [0.0193, -1.0895, -2.5822], [-2.5303, 1.3206, -0.6922], [-0.9614, 1.8329, -1.0566], [-1.9268, 1.1166, -2.2745], [1.1669, 0.7095, 1.5752], [0.2445, 1.8917, 0.5587], [-1.3344, 1.4981, 2.4909], [0.1305, 1.1819, 3.2638], [3.1819, -1.5665, -1.2273], [3.4081, -1.2287, 0.1606], [2.8584, -1.6990, -0.3646]], "lowdin_charge": [0.0264, -0.3535, -0.4019, -0.0751, -0.0893, -0.2934, -0.0122, 0.0935, 0.0262, 0.1824, 0.1220, 0.1030, 0.0238, 0.0808, 0.0736, 0.0159, 0.1028, 0.1272, 0.1155, 0.0212, 0.0748, 0.0323, -0.0060, 0.0101]}

No. 4
{"formula": "C5H16N2O", "method": "ωB97M-V/def2-TZVPD", "e_tot_ha": -384.76981, "mol_weight_g_mol": 120.2, "relative_energy_kj_mol": 231.8, "homo_lumo_gap_ev": 9.762, "total_charge": 0, "symbols": ["N", "C", "C", "C", "N", "C", "C", "H", "H", "H", "H", "H", "H", "H", "H", "H", "H", "H", "H", "H", "H", "H", "H", "O"], "xyz": [[-0.9726, 1.8580, 0.1361], [-0.3767, 0.7218, -0.8982], [0.2172, 1.4197, -2.1006], [0.7384, 0.1099, -0.0404], [0.1896, -0.6706, 1.0550], [0.3249, -2.1222, 0.9200], [-0.5493, -2.6548, -0.2033], [-1.5186, 2.4630, -0.4686], [-1.3963, 0.9122, 0.0331], [-0.9779, -0.1146, -1.2572], [-0.5336, 1.8500, -2.7700], [0.8049, 0.6986, -2.6780], [0.8627, 2.2319, -1.7837], [1.4062, -0.4497, -0.7039], [1.2858, 0.9457, 0.3698], [0.6032, -0.3722, 1.9205], [0.0054, -2.5438, 1.8679], [1.3689, -2.3864, 0.7127], [-1.5721, -2.3041, -0.1120], [-0.1551, -2.3252, -1.1697], [-0.5452, -3.7382, -0.2336], [0.4113, 2.6352, 3.0786], [-0.1103, 1.9942, 1.7825], [0.4892, 1.8418, 2.5432]], "lowdin_charge": [0.0411, -0.3863, -0.0790, -0.2325, -0.0682, -0.2786, -0.1040, 0.0550, 0.0383, 0.1249, 0.0770, 0.0791, 0.0832, 0.1185, 0.1089, 0.0837, 0.1093, 0.1076, 0.0718, 0.0640, 0.0666, 0.0296, -0.0163, -0.0938]}

| no. | maximum force (eV/A) |
| --- | --- |
| 1 | 1.57 |
| 2 | 1.00 |
| 3 | 5.46 |
| 4 | 4.39 |